1.
2 unconnected molecules or ions with the total composition C22H19Cl2FN2O2 in a non-equilibrium geometry, computed with wB97M-V/def2-TZVPD.

For the HOMO-LUMO gap, the calculation gives 8.76 eV. Its LUMO energy is -0.0092 hartree. For the energy above the lowest of the compared OMol25 structures with the same formula, charge and spin, the calculation gives 25.0 kcal/mol. Its SMILES is CCOC(=O)[C@@H](F)N=C(c1ccccc1)c1ccccc1.Clc1cccc(Cl)n1. The calculation puts the total energy at -57958.0653 eV.

Geometry (Å):
Cl1 -3.09493 3.26549 1.02803
C1 -1.51376 3.61565 0.57793
N1 -0.50778 2.96122 1.15010
F1 -1.16240 0.71284 0.47862
C2 0.71549 3.04765 0.64909
Cl2 1.93546 1.94683 1.11603
C3 1.05661 4.13368 -0.15601
C4 0.05955 4.98628 -0.62781
C5 -1.24701 4.70042 -0.24157
H1 2.09814 4.25230 -0.38513
H2 0.33541 5.87376 -1.22874
H3 -2.06552 5.29479 -0.55622
C6 -5.59949 0.74925 0.54692
C7 -4.60015 -0.03547 1.36471
O1 -3.44916 -0.18385 0.54590
C8 -2.44758 -0.86615 1.11574
C9 -1.22638 -0.65696 0.24625
N2 -0.24469 -1.56242 0.54059
C10 0.96964 -1.59570 0.06209
C11 1.88478 -2.65454 0.67594
C12 3.29291 -2.54795 0.68963
C13 4.08295 -3.60691 1.16525
C14 3.47722 -4.76477 1.64572
C15 2.09136 -4.78414 1.83331
C16 1.30189 -3.72150 1.37996
C17 1.44662 -0.75217 -1.07906
C18 2.48126 -1.19177 -1.92369
C19 2.82294 -0.44827 -3.05399
C20 2.06821 0.67305 -3.44566
C21 1.01667 1.08451 -2.62350
C22 0.77163 0.42382 -1.42887
O2 -2.49756 -1.41416 2.20873
H4 -6.52989 1.03065 1.05921
H5 -5.17929 1.69837 0.16785
H6 -5.94887 0.21162 -0.34491
H7 -4.34992 0.52911 2.27251
H8 -5.02767 -1.02294 1.59219
H9 -1.48196 -0.47016 -0.79804
H10 3.75745 -1.63531 0.30712
H11 5.15978 -3.54585 1.08652
H12 4.06930 -5.61301 1.96542
H13 1.57538 -5.65134 2.22392
H14 0.22183 -3.67956 1.54019
H15 3.05170 -2.06820 -1.64909
H16 3.64759 -0.76442 -3.68388
H17 2.30696 1.22974 -4.36439
H18 0.37931 1.91303 -2.90089
H19 0.09597 0.90342 -0.74403

=====

2.
2 unconnected molecules or ions with the total composition C10H16 in a non-equilibrium geometry, computed with wB97M-V/def2-TZVPD.

For the HOMO-LUMO gap, the calculation gives 10.07 eV. Its LUMO energy is 0.0379 hartree. For the energy above the lowest of the compared OMol25 structures with the same formula, charge and spin, the calculation gives 17.9 kcal/mol. Its SMILES is Cc1ccccc1.CCC. The calculation puts the total energy at -10628.9662 eV.

Geometry (Å):
C1 2.21433 -0.25493 0.50706
C2 1.86415 -1.65085 -0.00089
C3 1.74061 -0.04236 1.92453
H1 3.32208 -0.16209 0.53612
H2 2.06528 0.52619 -0.23801
H3 0.80734 -1.64075 -0.28363
H4 2.14211 -0.73812 2.66055
H5 1.84431 0.99296 2.24304
H6 2.01821 -2.37650 0.80728
H7 2.42563 -2.11781 -0.80956
H8 0.67971 -0.32777 1.94847
C4 -0.26769 2.45276 -0.73111
C5 -2.21411 -0.69817 -1.68670
C6 -1.52486 0.50499 -1.85082
C7 -2.33519 -1.37345 -0.47462
C8 -1.12922 1.19013 -0.69692
C9 -1.92389 -0.65754 0.64638
C10 -1.45681 0.63838 0.52435
H9 -2.61443 -1.20037 -2.56413
H10 -1.57575 0.94919 -2.83613
H11 -2.58013 -2.41577 -0.39624
H12 -2.02531 -1.06762 1.64491
H13 0.15450 2.71748 0.23138
H14 -0.96883 3.22074 -1.07420
H15 -1.20351 1.20114 1.41585
H16 0.54147 2.33016 -1.44696

=====

3.
10 unconnected molecules or ions with the total composition C19H38Cl8F6O15P in a non-equilibrium geometry, computed with wB97M-V/def2-TZVPD.

For the HOMO-LUMO gap, the calculation gives 10.43 eV. Its total charge is -1. Its LUMO energy is 0.0802 hartree. For the energy above the lowest of the compared OMol25 structures with the same formula, charge and spin, the calculation gives 53.4 kcal/mol. The calculation puts the total energy at -176811.9828 eV.

Geometry (Å):
P1 -0.35636 -0.24505 1.63385
F1 -1.31428 -0.50353 2.98504
F2 0.65490 0.58088 2.62289
F3 0.40748 -1.63213 1.91328
F4 0.70959 -0.05107 0.43366
F5 -1.41166 -0.93187 0.65777
F6 -1.11232 1.16737 1.33446
C1 -3.89739 2.75410 0.97066
O1 -2.96458 3.59500 0.16170
C2 -2.88697 4.99731 0.51415
O2 -3.41273 5.55995 1.43391
O3 -1.99586 5.68564 -0.28068
C3 -1.31983 5.08355 -1.35797
H1 -4.92594 2.79497 0.61218
H2 -3.74898 2.95532 2.03160
H3 -3.48076 1.74916 0.90265
H4 -2.04276 4.66112 -2.05584
H5 -0.50378 4.42104 -1.06944
H6 -0.88553 5.89369 -1.94379
C4 5.18201 -3.73847 -0.91951
O4 4.83461 -3.12763 0.30593
C5 3.77977 -3.44775 1.04448
O5 2.96409 -4.34603 0.77974
O6 3.75821 -2.65853 2.17991
C6 2.87968 -2.93840 3.20318
H7 5.37919 -4.80380 -0.80002
H8 6.14923 -3.50899 -1.36664
H9 4.47878 -3.54687 -1.72997
H10 3.03113 -2.06357 3.83549
H11 3.19837 -3.84093 3.72472
H12 1.84564 -3.06193 2.88133
C7 3.51951 7.29038 1.27846
O7 2.31455 6.53917 1.36509
C8 2.27388 5.26500 0.89691
O8 3.20421 4.73235 0.23409
O9 1.11022 4.62490 1.24168
C9 0.94829 3.23744 0.90601
H13 3.30503 8.25417 1.74019
H14 3.92337 7.34112 0.26731
H15 4.32524 6.94788 1.92776
H16 -0.10107 3.00368 1.08580
H17 1.42644 2.67489 1.70789
H18 1.27512 3.01662 -0.11011
C10 -0.39839 -0.31906 -6.58166
O10 0.68700 -0.53457 -5.69298
C11 0.56598 -1.11801 -4.46312
O11 -0.35935 -1.78704 -4.04058
O12 1.62671 -0.73570 -3.77416
C12 1.73106 -1.11218 -2.35715
H19 0.04801 -0.05850 -7.54131
H20 -1.12382 0.45206 -6.32238
H21 -1.05017 -1.18171 -6.71992
H22 2.51125 -0.52942 -1.86748
H23 1.93721 -2.17841 -2.26355
H24 0.81621 -0.76669 -1.87570
C13 -3.18385 -6.28735 -2.69932
O13 -3.71500 -5.65710 -1.52545
C14 -2.96952 -4.66814 -0.86739
O14 -3.48283 -3.91597 -0.01795
O15 -1.69363 -4.57449 -1.36771
C15 -0.83447 -3.51153 -0.98880
H25 -3.95404 -6.95644 -3.08302
H26 -2.24569 -6.84046 -2.65427
H27 -3.06009 -5.56204 -3.50350
H28 0.18482 -3.65498 -1.34739
H29 -0.91249 -3.34336 0.08532
H30 -1.32339 -2.61687 -1.37433
C16 -4.77235 -0.34626 2.13590
Cl1 -5.21889 0.85463 3.36113
Cl2 -5.90210 -0.08148 0.80027
H31 -3.75055 -0.23069 1.77441
H32 -4.96027 -1.36646 2.47057
C17 3.78054 0.34800 1.31711
Cl3 3.64601 1.18546 -0.23106
Cl4 4.28822 1.40211 2.58294
H33 2.81357 -0.05720 1.61524
H34 4.47317 -0.48361 1.18753
C18 -0.53531 -1.28564 5.78952
Cl5 0.04501 0.33557 6.23976
Cl6 -2.29924 -1.47436 6.11096
H35 -0.17008 -1.48825 4.78272
H36 0.06747 -1.90736 6.45153
C19 -2.33107 0.29452 -2.03119
Cl7 -3.60769 -0.78587 -2.76000
Cl8 -2.09069 1.77870 -2.95825
H37 -2.48827 0.46333 -0.96588
H38 -1.30672 -0.07738 -2.00917

=====

4.
2 unconnected molecules or ions with the total composition C4H13NOS in a non-equilibrium geometry, computed with wB97M-V/def2-TZVPD.

For the HOMO-LUMO gap, the calculation gives 9.58 eV. Its LUMO energy is 0.0209 hartree. For the energy above the lowest of the compared OMol25 structures with the same formula, charge and spin, the calculation gives 26.4 kcal/mol. Its SMILES is CNCCCS.O. The calculation puts the total energy at -18730.8685 eV.

Geometry (Å):
S1 1.98084 0.47902 -1.11001
N1 -1.61267 -0.59765 2.55435
C1 -1.59281 0.79229 2.93431
C2 0.31001 -0.18629 -0.78590
C3 -1.28191 -0.72017 1.12879
C4 0.12107 -0.25690 0.70287
H1 2.10711 0.10944 -2.40228
H2 -0.79726 -0.90262 3.10105
H3 -2.14315 0.97302 3.87296
H4 -2.04498 1.40652 2.13752
H5 -0.54610 1.11123 3.07319
H6 0.18562 -1.15811 -1.30119
H7 -0.41880 0.52257 -1.22383
H8 -1.43145 -1.79650 0.91764
H9 -1.96694 -0.15004 0.47220
H10 0.34167 0.78952 0.98888
H11 0.89825 -0.90100 1.15736
O1 2.97272 0.15044 -5.19697
H12 2.78321 -0.27292 -6.06479
H13 2.13557 0.60812 -4.95620